Molecular formula: C50H58Cl2CsN7OP2S
Method: DFT, wB97M-V/def2-TZVPD

Values from the calculation:
- LUMO energy (hartree) = 0.0063
- net charge = 0
- gap between HOMO and LUMO (eV) = 7.0
- ΔE to the lowest compared entry with this formula, charge and spin (kJ/mol) = 156.42
- energy (eV) = -120275.3482

XYZ file:
```
122
C50H58Cl2CsN7OP2S, DFT wB97M-V/def2-TZVPD
Cs 0.7732 1.5192 -0.3242
Cl 1.4284 2.2001 2.8939
C 3.1025 2.6063 2.7715
C 3.5906 3.6316 3.5523
C 4.9167 4.0130 3.4344
C 5.7260 3.3942 2.4934
C 5.2238 2.3652 1.7258
Cl 6.2357 1.6272 0.5336
C 3.9075 1.8852 1.8727
S 3.3483 0.4844 1.0814
H 2.9374 4.1255 4.2560
H 5.3158 4.7920 4.0653
H 6.7518 3.7080 2.3660
C 1.6236 -2.5877 1.2886
N 0.4315 -2.3243 2.0830
C 0.1318 -0.9143 2.1032
P -1.6560 -0.3628 1.9791
C -2.2251 -1.1151 0.4085
C -3.4446 -1.7819 0.3044
C -3.9100 -2.2176 -0.9240
C -3.1778 -1.9782 -2.0761
C -1.9952 -1.2646 -1.9907
C -1.5356 -0.8221 -0.7641
C -2.4775 -1.4892 3.1694
C -3.0697 -0.9398 4.3016
C -3.7043 -1.7534 5.2252
C -3.7395 -3.1225 5.0299
C -3.1463 -3.6772 3.9056
C -2.5292 -2.8670 2.9732
C 0.2964 -3.0735 3.2588
C 0.3792 -4.4676 3.1794
C 0.2350 -5.2549 4.3040
C -0.0087 -4.6806 5.5402
C -0.1226 -3.3053 5.6269
C 0.0304 -2.5094 4.5070
P 1.1581 -2.4770 -0.5141
C 2.7827 -2.5159 -1.3490
C 4.0271 -2.4581 -0.7324
C 5.1768 -2.3670 -1.4993
C 5.1009 -2.3353 -2.8816
C 3.8636 -2.4019 -3.5057
C 2.7146 -2.4819 -2.7426
C 0.6659 -4.2401 -0.6720
C -0.6721 -4.5538 -0.4519
C -1.0891 -5.8726 -0.4528
C -0.1770 -6.8880 -0.6881
C 1.1537 -6.5803 -0.9224
C 1.5762 -5.2639 -0.9119
H 2.0269 -3.5764 1.5186
H 2.3902 -1.8301 1.5021
H 0.6126 -0.4520 1.2354
H 0.5512 -0.4042 2.9817
H -4.0458 -1.9533 1.1877
H -4.8571 -2.7402 -0.9782
H -3.5357 -2.3390 -3.0293
H -1.4273 -1.0371 -2.8802
H -0.6491 -0.2135 -0.7198
H -3.0270 0.1302 4.4558
H -4.1744 -1.3148 6.0938
H -4.2423 -3.7583 5.7445
H -3.1616 -4.7467 3.7534
H -2.0755 -3.3051 2.0953
H 0.5341 -4.9420 2.2209
H 0.3086 -6.3288 4.2084
H -0.1132 -5.2966 6.4213
H -0.3285 -2.8371 6.5782
H -0.0703 -1.4425 4.6217
H 4.1124 -2.4782 0.3422
H 6.1397 -2.3161 -1.0136
H 6.0020 -2.2613 -3.4726
H 3.7984 -2.3825 -4.5850
H 1.7409 -2.5212 -3.2181
H -1.3825 -3.7569 -0.2796
H -2.1270 -6.1114 -0.2701
H -0.4999 -7.9186 -0.6876
H 1.8670 -7.3709 -1.1077
H 2.6174 -5.0284 -1.0882
C 2.0604 4.4568 0.2763
N 1.6913 5.3835 -0.7546
C 1.4268 6.7452 -0.3606
C 0.9560 7.3511 -1.6740
N 0.3766 6.2146 -2.3758
C 0.2375 6.4209 -3.8016
C 0.8700 5.0350 -1.8054
N 0.6490 3.8134 -2.0731
C -0.1109 3.3591 -3.2017
C -0.6034 1.9276 -2.9544
N -1.7208 1.9682 -2.0550
C -2.9367 1.8897 -2.4191
N -3.9304 2.1273 -1.4976
C -3.6622 2.1887 -0.0841
C -5.1958 1.6114 -1.9570
C -4.9897 1.5477 -3.4661
N -3.5486 1.5364 -3.6162
C -3.0548 1.7562 -4.9548
H 2.9673 4.8142 0.7653
H 2.2595 3.4891 -0.1724
H 1.2736 4.3560 1.0328
H 2.3280 7.2211 0.0314
H 0.6377 6.7882 0.4072
H 1.8065 7.7608 -2.2363
H 0.2092 8.1379 -1.5405
H -0.0676 7.4554 -3.9598
H -0.5314 5.7787 -4.2194
H 1.1766 6.2450 -4.3392
H 0.5195 3.3687 -4.0998
H -0.9981 3.9799 -3.3815
H 0.2083 1.3766 -2.4824
H -0.8112 1.4350 -3.9100
H -2.8506 1.5098 0.1804
H -4.5606 1.9039 0.4606
H -3.3821 3.2034 0.2064
H -6.0055 2.2923 -1.6795
H -5.4031 0.6164 -1.5344
H -5.4203 2.4321 -3.9594
H -5.4311 0.6515 -3.9114
H -3.8821 2.0830 -5.5883
H -2.6503 0.8339 -5.3814
H -2.2879 2.5267 -4.9778
O 2.8487 0.7316 -1.9353
H 3.3483 0.0585 -2.4082
H 3.2756 0.7434 -1.0548
```